No. 1
The following is a DFT calculation (ωB97M-V/def2-TZVPD) of an isolated ion of composition C23H19N2O2S2 and charge +1 at a distorted geometry.

Output
HOMO energy = -10.5 eV
DFT total energy = -52896.0758 eV
Max |F| = 4.7 eV/A
Charge = +1
Energy relative to the best compared isomer or geometry (same formula, charge and spin) = 62.8 kcal/mol
HOMO-LUMO gap = 6.4 eV

```
48
Properties=species:S:1:pos:R:3:lowdin_charge:R:1
O 1.3531 -3.4863 -0.6310 0.095
O -0.2724 -4.1860 0.9270 -0.027
S -0.3695 0.8293 3.2889 1.143
S 0.1008 4.3128 -1.1416 1.186
C 0.6414 -3.2878 0.3681 -0.310
C 1.0556 -0.7929 0.0341 0.079
C 0.7322 0.3639 0.8068 -0.228
C 0.3400 -0.0884 2.0200 -0.515
C 0.5122 -1.8276 0.8178 -0.068
C 0.9875 3.0391 -1.7637 -0.527
C 0.7566 1.7453 0.3238 0.015
C 1.3630 1.8812 -0.9244 -0.055
C -2.0167 -2.0659 5.7017 -0.038
C -1.0189 6.4009 -4.5776 -0.066
C -1.8488 -3.1844 4.8540 -0.083
C -0.3661 5.5257 -5.4605 -0.030
C -1.4624 -0.7725 5.2777 -0.081
C -0.8078 6.1347 -3.2678 -0.057
C -1.2428 -3.0914 3.5787 0.039
C 0.6080 4.5503 -5.0432 0.013
C -0.8535 -0.6223 4.0674 -0.503
C -0.0313 4.9763 -2.8265 -0.342
C -0.6752 -1.7661 3.2227 -0.083
C 0.6775 4.1914 -3.6922 -0.255
N 0.0470 -1.3489 2.0278 0.044
N 1.2687 3.0988 -3.0499 -0.084
C 1.5216 1.8827 -3.7936 0.000
C -0.2557 -6.3080 2.1377 -0.080
C 0.1034 -5.5339 0.8670 -0.260
H 1.7251 -0.9682 -0.8013 0.129
H 0.2961 2.4827 0.9177 0.084
H 1.9485 1.0671 -1.4438 0.117
H -2.3009 -2.2494 6.7620 0.117
H -1.6680 7.2004 -4.8826 0.119
H -2.2194 -4.1269 5.1508 0.090
H -0.3044 5.7222 -6.5089 0.101
H -1.4548 0.0696 6.0475 0.134
H -1.2033 6.8203 -2.5338 0.112
H -1.2735 -3.9781 2.8818 0.096
H 1.1614 4.0114 -5.8323 0.118
H 0.7267 1.1017 -3.5298 0.136
H 2.4934 1.3817 -3.6425 0.105
H 1.4267 2.1949 -4.9058 0.116
H -1.3646 -6.3562 2.0760 0.080
H 0.0255 -5.9132 3.1624 0.091
H 0.2376 -7.3333 2.0366 0.107
H 1.1511 -5.6587 0.8949 0.105
H -0.2507 -6.0379 0.0020 0.122
```


No. 2
The following is a DFT calculation (ωB97M-V/def2-TZVPD) of a 21-piece molecular cluster, C26H86O20 overall at a distorted geometry.

Output
HOMO energy = -9.2 eV
DFT total energy = -69298.3195 eV
Max |F| = 4.0 eV/A
Charge = 0
HOMO-LUMO gap = 9.8 eV

```
132
Properties=species:S:1:pos:R:3:lowdin_charge:R:1
C -12.4516 -19.7719 2.9102 -0.155
O -11.4495 -19.1280 3.6637 -0.117
H -12.5716 -19.3288 1.9369 0.057
H -12.2063 -20.8218 2.9035 0.084
H -13.3709 -19.6179 3.4598 0.080
H -10.6429 -19.6212 3.6319 0.008
C -7.8978 -15.3203 0.4586 -0.134
O -7.4805 -16.5950 0.0068 -0.146
H -8.7942 -15.3249 1.1173 0.082
H -7.1680 -14.8191 1.0699 0.069
H -8.2956 -14.7494 -0.4522 0.110
H -7.4474 -17.1252 0.7889 0.027
C -0.8321 -19.4795 6.6274 -0.163
O -0.0666 -18.7099 7.5586 -0.149
H -1.3322 -20.3008 7.0251 0.050
H -1.6297 -18.7566 6.3193 0.064
H -0.2376 -19.7796 5.7224 0.086
H -0.1344 -19.1544 8.4686 0.114
C -2.7677 -25.7042 2.1571 -0.099
O -3.6391 -24.5720 2.0392 -0.152
H -1.8796 -25.4339 1.6183 0.071
H -2.5269 -25.9121 3.2494 0.092
H -3.2901 -26.6572 1.7887 0.106
H -3.2204 -23.7720 2.2036 -0.006
C -10.0792 -19.6646 0.9665 -0.165
O -9.8170 -20.7832 1.7842 -0.142
H -11.1402 -19.5329 0.8519 0.048
H -9.7469 -18.6996 1.4554 0.090
H -9.5741 -19.7897 -0.0494 0.085
H -8.8623 -21.0050 1.9510 0.074
C -7.4235 -17.5703 -3.1018 -0.146
O -8.4527 -17.9313 -2.2155 -0.141
H -6.4752 -18.1228 -3.0931 0.072
H -7.8276 -17.7198 -4.0747 0.074
H -7.0277 -16.5775 -2.9539 0.075
H -8.2788 -17.8281 -1.2548 0.070
C -4.0095 -23.4757 -0.7992 -0.176
O -4.9868 -24.2871 -0.2016 -0.164
H -3.2122 -23.2041 -0.1082 0.068
H -3.5936 -24.0658 -1.6403 0.087
H -4.4560 -22.5201 -1.1515 0.072
H -4.6576 -24.4879 0.6984 0.022
C -2.5188 -14.7602 2.0680 -0.100
O -2.6410 -16.1987 1.8981 -0.176
H -3.5283 -14.3959 2.2898 0.077
H -1.8260 -14.5709 2.9141 0.082
H -2.0978 -14.3002 1.1575 0.083
H -3.2356 -16.5833 2.5628 0.019
C -7.6287 -18.2564 3.4128 -0.120
O -6.7205 -18.2225 2.3475 -0.166
H -7.8200 -17.2067 3.7173 0.108
H -8.5665 -18.6879 3.1430 0.043
H -7.1530 -18.7461 4.2896 0.084
H -6.6276 -19.1677 2.0239 0.084
C -7.7435 -28.1376 1.8691 -0.164
O -6.7027 -27.2468 1.4621 -0.158
H -7.4329 -29.2146 1.9114 0.077
H -8.0586 -27.7981 2.9192 0.096
H -8.5578 -28.0982 1.1341 0.070
H -6.3216 -27.4359 0.5748 0.093
C -7.4685 -22.5861 -1.8432 -0.113
O -7.8660 -21.7815 -0.7171 -0.154
H -6.7133 -22.1709 -2.5285 0.078
H -7.1048 -23.5819 -1.4404 0.087
H -8.4131 -22.8163 -2.4109 0.070
H -8.8284 -21.6625 -0.7524 0.026
C -1.4877 -22.0057 3.7030 -0.156
O -2.0637 -22.3117 2.4658 -0.165
H -1.1790 -22.9510 4.1980 0.093
H -0.5328 -21.4367 3.6130 0.079
H -2.1794 -21.4497 4.2875 0.061
H -2.0474 -21.5034 1.8739 0.062
C -11.0914 -22.7806 -1.6441 -0.127
O -10.6417 -21.5189 -1.1574 -0.162
H -10.5157 -23.1177 -2.5155 0.069
H -11.0442 -23.4889 -0.8144 0.088
H -12.1212 -22.7686 -1.9919 0.077
H -10.9754 -20.8037 -1.7428 0.067
C -5.5378 -21.6392 1.9542 -0.048
O -6.7879 -20.9190 1.7930 -0.146
H -5.3976 -22.1135 0.9934 0.067
H -4.7106 -20.9815 2.1282 0.072
H -5.6516 -22.4001 2.7132 0.077
H -7.0436 -21.1595 0.9079 0.030
C -4.4465 -17.9424 -0.7852 -0.101
O -3.1888 -17.9803 -0.0877 -0.137
H -5.2490 -17.3742 -0.3410 0.058
H -4.2587 -17.5558 -1.7788 0.072
H -4.8312 -18.9664 -0.8909 0.085
H -3.0500 -17.2535 0.5304 0.034
C -4.1884 -18.3199 4.5641 -0.102
O -4.3461 -17.4639 3.4196 -0.159
H -4.4453 -19.3799 4.2085 0.101
H -3.0873 -18.2207 4.9135 0.087
H -4.8917 -18.0092 5.3685 0.077
H -5.2567 -17.6172 3.1643 0.026
C -5.8313 -19.9987 7.8599 -0.137
O -6.5556 -19.7078 6.6473 -0.169
H -5.5272 -21.0756 7.9580 0.089
H -4.9763 -19.2900 7.8817 0.077
H -6.5117 -19.7759 8.6941 0.071
H -7.2946 -20.3235 6.5311 0.026
C -11.9868 -17.9944 -2.1910 -0.135
O -11.0366 -19.0387 -2.4649 -0.155
H -12.5088 -17.5764 -3.0860 0.085
H -12.8038 -18.4495 -1.6455 0.065
H -11.5947 -17.2020 -1.5187 0.088
H -10.1820 -18.6079 -2.6774 0.055
C -0.8269 -19.2087 1.7714 -0.156
O -1.9294 -19.8854 1.2841 -0.143
H -1.0559 -18.7221 2.7228 0.087
H 0.0250 -19.8437 1.7748 0.073
H -0.5247 -18.4667 1.0671 0.077
H -2.5264 -19.3111 0.7655 0.052
C -9.2340 -21.4488 5.3718 -0.126
O -7.9369 -22.0396 5.5864 -0.126
H -9.2523 -20.3928 5.7657 0.089
H -9.5197 -21.4703 4.2937 0.077
H -9.9646 -21.9899 6.0321 0.095
H -7.9028 -22.5459 4.7891 0.022
C -9.8829 -24.9001 3.5252 -0.080
C -8.7006 -24.5710 2.8999 -0.112
C -7.5117 -24.6947 3.5571 -0.106
C -7.5215 -25.2198 4.8671 -0.065
C -8.7303 -25.5225 5.5180 -0.103
C -9.8934 -25.4061 4.8401 -0.100
H -10.7734 -24.5987 2.9897 0.100
H -8.7335 -24.2901 1.8235 0.126
H -6.5786 -24.5912 3.0696 0.085
H -6.5914 -25.3909 5.3202 0.088
H -8.7813 -25.7875 6.5874 0.115
H -10.7499 -25.5043 5.4576 0.092
```


No. 3
The following is a DFT calculation (ωB97M-V/def2-TZVPD) of a 5-piece molecular cluster, C4H17NO3 overall at a distorted geometry.

Output
HOMO energy = -7.9 eV
DFT total energy = -12047.4392 eV
Max |F| = 3.7 eV/A
Charge = 0
Energy relative to the best compared isomer or geometry (same formula, charge and spin) = 214.6 kcal/mol
HOMO-LUMO gap = 3.2 eV

```
25
Properties=species:S:1:pos:R:3:lowdin_charge:R:1
C -2.2128 0.6911 -0.8544 -0.077
C -2.2661 0.4810 0.6590 -0.268
N -1.2847 -0.4253 1.2149 0.078
C 2.0581 1.3873 0.5507 -0.056
C -1.2184 -0.4487 2.6330 -0.094
H -1.3128 1.2146 -1.0633 0.064
H -2.1339 -0.3488 -1.2417 0.098
H -2.9946 1.2861 -1.1850 0.056
H -3.3295 0.0181 1.0912 0.205
H -2.3042 1.5738 1.0870 0.163
H 1.9477 2.0532 1.3938 0.012
H 1.1352 0.9915 0.2431 -0.024
H 2.5767 1.9130 -0.2178 0.024
H -2.2359 -0.5238 3.1340 0.125
H -0.6941 -1.3319 2.9976 0.094
H -0.9378 0.4985 3.0900 0.109
H 1.1363 -1.3554 -0.4367 0.018
H 3.3623 -1.5584 -0.6869 0.009
O 2.6433 -0.8814 -0.6186 -0.265
H 0.8296 0.4282 -3.1533 -0.003
H 1.2639 -0.3988 -1.8890 0.020
O 1.1903 0.5300 -2.3036 -0.091
H 2.9390 0.8339 0.7527 0.004
H -0.4468 -0.8646 -0.2994 -0.045
O 0.1698 -1.4132 -0.8342 -0.158
```


No. 4
The following is a DFT calculation (ωB97M-V/def2-TZVPD) of one molecule with the formula C21H18FN7 at a distorted geometry.

Output
HOMO energy = -8.9 eV
Structure (SMILES) = CCNCc1cncc(-c2cnc3c(c2)[C@@H](c2nc4ccc(F)cc4[nH]2)N=N3)c1
DFT total energy = -35215.6743 eV
Max |F| = 3.4 eV/A
Charge = 0
HOMO-LUMO gap = 8.0 eV

```
47
Properties=species:S:1:pos:R:3:lowdin_charge:R:1
C -4.2125 -5.9264 -2.9054 -0.118
C -3.1024 -5.0914 -3.4756 -0.286
N -2.3501 -4.3017 -2.4427 -0.067
C -1.0553 -3.8254 -2.8765 -0.228
C -0.5318 -2.9369 -1.8036 -0.221
C 0.3303 -3.4552 -0.8246 -0.073
N 0.6646 -2.7605 0.2909 0.080
C 0.2243 -1.4615 0.3342 -0.072
C -0.5669 -0.8414 -0.6432 -0.129
C -0.9065 0.6218 -0.5825 -0.142
C -1.2695 1.3131 -1.7052 -0.062
N -1.4902 2.6514 -1.6846 0.157
C -1.2442 3.3020 -0.5479 -0.322
C -0.9259 2.6616 0.6209 -0.132
C -0.8247 1.2886 0.6501 0.069
C -0.6259 3.7021 1.6215 -0.187
C 0.7802 3.6243 2.1743 -0.232
N 1.1299 2.8198 3.1794 0.163
C 2.4882 3.0466 3.3704 -0.264
C 3.2945 2.4131 4.3098 0.001
C 4.6661 2.6983 4.3120 -0.019
C 5.2180 3.6034 3.4065 -0.265
F 6.5751 3.8477 3.4477 0.034
C 4.4062 4.2117 2.4641 0.049
C 3.0303 3.8922 2.4126 -0.168
N 1.9013 4.3102 1.6836 0.157
N -0.8098 4.8963 0.7829 0.063
N -1.2288 4.6738 -0.3972 0.135
C -0.9431 -1.6327 -1.7527 0.018
H -4.6290 -6.6200 -3.6345 0.073
H -3.8285 -6.4590 -2.0293 0.078
H -4.9934 -5.2574 -2.5785 0.062
H -2.4422 -5.8310 -3.9588 0.115
H -3.5398 -4.3584 -4.1790 0.113
H -2.9313 -3.5359 -2.1164 0.108
H -0.4012 -4.6991 -2.9977 0.120
H -1.1302 -3.2888 -3.8539 0.128
H 0.7121 -4.4881 -0.9040 0.123
H 0.5555 -0.8338 1.1300 0.092
H -1.4250 0.8055 -2.6255 0.101
H -0.5234 0.7443 1.5528 0.124
H -1.3327 3.6561 2.4605 0.176
H 2.8613 1.7170 5.0287 0.117
H 5.3660 2.3098 5.0568 0.119
H 4.8103 4.9713 1.7681 0.128
H 1.8495 5.0731 0.9903 0.166
H -1.5996 -1.2503 -2.5289 0.118
```


No. 5
The following is a DFT calculation (ωB97M-V/def2-TZVPD) of a 2-piece molecular cluster, C4H14N3 overall at a distorted geometry.

Output
HOMO energy = -13.9 eV
DFT total energy = -8837.7585 eV
Max |F| = 4.5 eV/A
Charge = +1
Energy relative to the best compared isomer or geometry (same formula, charge and spin) = 52.2 kcal/mol
HOMO-LUMO gap = 10.3 eV

```
21
Properties=species:S:1:pos:R:3:lowdin_charge:R:1
C 1.0186 3.8461 -0.2821 -0.147
C 0.5858 2.9920 0.9883 -0.142
H 2.1156 4.1744 -0.4020 0.088
H 0.8338 3.2917 -1.2529 0.054
H 0.3120 4.6170 -0.5107 0.038
H 1.1988 2.4576 1.5663 -0.003
H -0.1685 2.2487 0.6981 0.045
H 0.2735 3.6823 1.7695 0.065
C 0.3421 -3.2758 0.9319 -0.069
C -0.7011 -1.5669 -0.5233 -0.392
N -0.6918 -2.3629 0.5529 0.020
N -1.5530 -0.4829 -0.6594 0.167
N -0.1279 -2.0119 -1.6427 0.193
H -1.1864 -2.1438 1.4602 0.194
H -2.3951 -0.4279 -0.1529 0.097
H -1.7587 -0.1005 -1.6713 0.184
H 0.1583 -3.0357 -1.7177 0.178
H -0.1955 -1.4847 -2.4794 0.115
H 0.9584 -2.8090 1.8114 0.143
H 1.1322 -3.3293 0.3134 0.034
H -0.1510 -4.2787 1.2024 0.138
```


No. 6
The following is a DFT calculation (ωB97M-V/def2-TZVPD) of C34H48GeN4P2Ru as an isolated structure.

Output
HOMO energy (spin up / spin down) = -13.2 / -14.0 eV
DFT total energy = -119658.4470 eV
Max |F| = 0.4 eV/A
Charge = +2
Multiplicity = 5
Energy relative to the best compared isomer or geometry (same formula, charge and spin) = 2.1 kcal/mol
<S²> = 6.08
HOMO-LUMO gap (spin up / spin down) = 7.4 / 6.3 eV

```
90
Properties=species:S:1:pos:R:3:lowdin_spin:R:1
Ru -0.1527 -0.6327 0.5319 1.901
C 5.7254 -2.3924 0.4385 0.118
C 5.0823 -1.1682 0.6011 -0.011
C 3.7040 -1.1082 0.6052 0.093
C 2.9470 -2.2817 0.4498 0.022
C 3.5997 -3.5152 0.2795 0.092
C 4.9810 -3.5569 0.2773 -0.005
N 1.5825 -2.1463 0.4774 0.541
N 0.8497 -3.2923 0.5969 0.234
C -1.4457 -2.4651 0.0985 0.038
C -2.7469 -2.2274 0.6842 0.192
C -3.6176 -1.3308 0.1243 0.027
C -3.2247 -0.6125 -1.0090 0.223
C -2.0092 -0.9153 -1.6433 0.036
C -1.1226 -1.9019 -1.1996 0.078
H 6.8054 -2.4403 0.4310 0.006
H 5.6623 -0.2644 0.7295 -0.003
H 3.1906 -0.1657 0.7532 0.003
H 3.0468 -4.4277 0.0960 0.006
H 5.4842 -4.5034 0.1343 -0.002
H -3.0127 -2.7571 1.5906 0.007
H -4.5915 -1.1658 0.5651 -0.003
H -3.8795 0.1355 -1.4354 0.009
H -1.8004 -0.4269 -2.5863 -0.001
C 1.6936 -1.1126 3.5277 0.000
P 0.4884 -0.0517 2.6969 0.003
C 1.2611 1.5910 2.6477 0.001
N 1.9963 1.9903 3.6594 0.001
C 2.4567 3.2596 3.6186 0.000
C 3.2692 3.7464 4.6694 0.000
C 3.6953 5.0398 4.6418 0.000
C 3.3351 5.9056 3.5756 0.000
C 2.5599 5.4656 2.5459 0.000
C 2.1066 4.1255 2.5401 0.000
N 1.3701 3.6734 1.5018 -0.002
C 0.9822 2.4201 1.5403 -0.003
P 0.0983 1.6754 0.1259 0.048
C -1.4747 2.5812 -0.0002 0.023
C 1.0333 2.1266 -1.4154 0.012
C 2.4934 1.7116 -1.2394 0.003
C 0.9456 3.6330 -1.7010 0.002
C 0.4228 1.3668 -2.5950 0.005
C -0.9492 0.1118 3.8612 0.006
C -0.5143 0.7683 5.1787 0.001
C -1.4977 -1.2865 4.1592 0.002
C -2.0277 0.9735 3.2071 0.010
H 1.8722 -0.7499 4.5389 0.000
H 2.6340 -1.0898 2.9819 0.001
H 1.3269 -2.1381 3.5700 0.000
H 3.5232 3.0719 5.4756 0.000
H 4.3142 5.4224 5.4420 0.000
H 3.6862 6.9284 3.5897 0.000
H 2.2775 6.1079 1.7230 0.000
H -1.2680 3.6467 0.1074 0.003
H -2.1737 2.2701 0.7714 0.001
H -1.9227 2.4046 -0.9777 0.000
H 2.9664 2.2277 -0.4023 0.000
H 3.0477 1.9729 -2.1427 0.000
H 2.5960 0.6341 -1.0962 0.003
H 1.3145 4.2330 -0.8737 0.000
H -0.0726 3.9423 -1.9368 0.000
H 1.5589 3.8442 -2.5793 0.001
H 0.4928 0.2844 -2.4765 0.003
H 0.9749 1.6376 -3.4974 0.000
H -0.6207 1.6395 -2.7630 0.000
H 0.3236 0.2541 5.6478 0.000
H -1.3541 0.7353 5.8750 0.001
H -0.2378 1.8126 5.0414 0.000
H -0.7844 -1.8947 4.7170 0.000
H -1.7806 -1.8233 3.2522 0.002
H -2.3931 -1.1860 4.7746 0.000
H -1.6600 1.9800 2.9962 0.000
H -2.8713 1.0726 3.8926 0.000
H -2.4037 0.5310 2.2800 0.007
C -0.2222 -4.7033 -2.3678 0.006
Ge 0.0202 -2.7888 -2.6217 0.007
C -0.8293 -2.2196 -4.2837 0.000
C 1.9004 -2.2548 -2.6543 0.003
C -0.4908 -3.0275 0.9542 0.222
H 0.2752 -5.2142 -3.1936 0.001
H -1.2782 -4.9699 -2.3966 0.000
H 0.2081 -5.0687 -1.4367 0.001
H -0.3788 -2.7777 -5.1056 0.000
H -0.6630 -1.1600 -4.4843 0.000
H -1.9007 -2.4184 -4.2938 0.000
H 2.2307 -2.2108 -3.6924 0.000
H 2.5123 -2.9965 -2.1453 0.001
H 2.0929 -1.2854 -2.1962 0.001
H 1.3036 -4.0286 1.1288 0.013
H -0.8199 -3.4905 1.8778 0.010
```